Entry P
The following is a DFT calculation (the ωB97M-V functional and the def2-TZVPD basis) of a single C5H13NOSi molecule.

Its net charge is 0. The HOMO-LUMO gap comes out at 10.25 eV. Its spin multiplicity is 1. Its SMILES is C/N=C(\C)O[SiH](C)C. The calculation puts the HOMO energy at -0.3429 Eh.

Each line ends with the natural charge from an NBO analysis.
Cartesian coordinates (Å):
C 0.95264 0.63315 0.01307  0.61
C 1.86144 1.82315 0.12173  -0.69
C 2.58227 -0.98906 -0.31292  -0.41
C -1.66322 -1.14371 1.42219  -1.11
C -2.85965 0.45293 -0.96017  -1.11
N 1.32589 -0.58268 -0.13234  -0.53
O -0.36677 0.89078 -0.21062  -0.84
Si -1.33778 -0.46234 -0.33232  1.64
H 1.57133 2.34783 0.98478  0.24
H 1.57995 2.36169 -0.75466  0.24
H 2.81918 1.36133 0.02406  0.22
H 2.73356 -1.24379 -1.33838  0.20
H 3.35705 -0.30274 0.01126  0.16
H 2.66128 -1.92842 0.30723  0.20
H -2.58200 -1.66285 1.52445  0.23
H -0.92249 -1.82664 1.71736  0.23
H -1.53445 -0.30519 2.20085  0.23
H -3.79337 0.13627 -0.63324  0.23
H -2.66917 1.45608 -0.59607  0.24
H -2.84734 0.54034 -2.04114  0.23
H -0.86835 -1.55614 -1.01511  -0.22

Entry Q
The following is a DFT calculation (the ωB97M-V functional and the def2-TZVPD basis) of a 2-piece molecular cluster, C5H13NOSi overall.

Its net charge is 0. The HOMO-LUMO gap (spin up / spin down) comes out at 8.43 / 6.23 eV. Its spin multiplicity is 1. The calculation puts the HOMO energy (spin up / spin down) at -0.3409 / -0.2414 Eh.

Each line ends with the natural charge from an NBO analysis.
Cartesian coordinates (Å):
C -1.09508 -1.73015 0.10158  -0.68
C -0.46897 0.97976 -1.11245  -0.61
C 0.29572 1.64763 1.23478  -0.60
C -0.35996 -0.67346 0.77960  -0.19
C 0.14088 0.56107 0.22804  -0.44
N -3.87033 0.43833 -0.95358  0.22
O -3.71364 -0.58199 -0.36034  -0.22
Si 1.71434 -0.43480 -0.22584  0.88
H -0.73246 -2.57493 0.64744  0.23
H -2.14640 -1.38865 0.33261  0.25
H -0.81880 -1.81832 -0.90314  0.21
H -0.67304 0.06861 -1.77305  0.21
H 0.26652 1.59208 -1.62664  0.22
H -1.38998 1.53233 -0.99478  0.21
H -0.61342 1.72493 1.72643  0.21
H 0.97931 1.47381 2.06659  0.22
H 0.47981 2.63189 0.79108  0.22
H -0.39946 -0.67564 1.90161  0.20
H 2.66132 0.44893 -1.08430  -0.18
H 1.45747 -1.73477 -0.84116  -0.16
H 2.49184 -0.63733 0.98756  -0.17

From most stable to least stable, the computed energies give entry P, entry Q.

Entry P
The following is a DFT calculation (the ωB97M-V functional and the def2-TZVPD basis) of C3H9N2O2 as an isolated structure.

Its net charge is -1. The HOMO-LUMO gap comes out at 8.01 eV. Its spin multiplicity is 1. The calculation puts the HOMO energy at -0.1406 Eh.

Each line ends with the natural charge from an NBO analysis.
Cartesian coordinates (Å):
C 0.19022 -0.05918 1.63234  -0.04
O -0.30987 -1.13182 0.90981  -0.87
C 0.12753 -0.32660 3.12867  -0.62
H -0.39145 0.86273 1.43484  0.12
H 1.20461 0.23022 1.30492  0.13
H 0.46053 0.52945 3.72275  0.17
H 0.72369 -1.20629 3.39979  0.18
H -0.89587 -0.55524 3.44617  0.19
N -0.18971 0.72814 -3.48726  -0.90
C -0.00253 0.55357 -2.07508  0.75
N -0.41884 -0.62254 -1.58758  -0.92
O 0.51190 1.49196 -1.46682  -0.73
H 0.37668 1.49735 -3.81417  0.36
H 0.04595 -0.09626 -4.02013  0.35
H -1.06866 -1.06936 -2.21869  0.34
H -0.36421 -0.82615 -0.30957  0.47

Entry Q
The following is a DFT calculation (the ωB97M-V functional and the def2-TZVPD basis) of a 2-piece molecular cluster, C3H9N2O2 overall.

Its net charge is -1. The HOMO-LUMO gap comes out at 8.56 eV. Its spin multiplicity is 1. The calculation puts the HOMO energy at -0.1549 Eh.

Each line ends with the natural charge from an NBO analysis.
Cartesian coordinates (Å):
N 1.13158 1.60168 -0.90842  -0.90
C 0.03690 1.92686 -0.00163  -0.20
C -0.93306 0.74680 0.11568  -0.25
N -1.80216 0.92053 1.27896  -0.86
H 1.32462 0.57163 -0.84112  0.43
H 1.94786 2.15261 -0.74975  0.33
H -0.49791 2.83435 -0.34668  0.15
H 0.35579 2.20913 1.01593  0.13
H -1.48491 0.72606 -0.88451  0.17
H -0.36034 -0.16511 0.23346  0.25
H -2.55628 0.20475 1.30797  0.35
H -1.29195 0.77252 2.13988  0.34
O 1.35589 -1.02149 -0.26701  -0.84
C 0.73072 -2.15490 -0.14225  0.63
O -0.49552 -2.35954 -0.28518  -0.76
H 1.36682 -3.02571 0.11772  0.02

From most stable to least stable, the computed energies give entry P, entry Q.